A molecular structure, C34H49N4O2OsP, computed with ωB97M-V with the def2-TZVPD basis set.

Geometry as XYZ:
```
91
Properties=species:S:1:pos:R:3:lowdin_charge:R:1
Os 0.610 -0.717 -0.997 1.436
O -6.055 3.019 -1.472 0.148
C -5.069 3.342 -2.323 -0.470
O -5.154 4.301 -3.029 0.159
C -3.841 2.459 -2.353 -0.104
C -2.718 2.992 -2.976 0.017
C -1.552 2.254 -3.066 -0.015
C -1.518 0.973 -2.530 -0.287
C -2.629 0.421 -1.915 -0.029
C -3.794 1.169 -1.836 0.005
N -0.314 0.192 -2.661 -0.069
C 0.189 0.070 -3.830 -0.020
C 1.418 -0.693 -3.953 -0.241
C 2.060 -0.874 -5.155 0.035
C 3.227 -1.632 -5.182 0.009
C 3.677 -2.179 -4.000 0.014
C 2.967 -1.958 -2.823 -0.053
N 1.856 -1.221 -2.784 -0.017
H -5.828 2.272 -0.907 0.099
H -2.783 3.989 -3.391 0.138
H -0.667 2.674 -3.529 0.129
H -2.585 -0.585 -1.523 0.089
H -4.670 0.708 -1.395 0.128
H -0.295 0.511 -4.697 0.162
H 1.652 -0.433 -6.055 0.137
H 3.759 -1.792 -6.110 0.134
H 4.569 -2.788 -3.964 0.131
H 3.299 -2.391 -1.895 0.104
C -2.087 -2.998 0.454 -0.097
N -1.583 -4.127 -0.278 -0.256
C -1.518 -5.372 0.455 -0.083
C -0.467 -3.841 -1.148 -0.180
C 0.884 -3.666 -0.460 -0.224
C 1.569 -4.808 -0.044 -0.030
C 2.794 -4.721 0.597 -0.038
C 3.385 -3.479 0.801 -0.064
C 2.749 -2.340 0.342 -0.185
C 1.484 -2.412 -0.263 -0.332
H -2.855 -3.333 1.151 0.095
H -2.562 -2.289 -0.232 0.062
H -1.321 -2.457 1.030 0.058
H -2.471 -5.547 0.950 0.091
H -0.728 -5.406 1.219 0.085
H -1.354 -6.197 -0.240 0.095
H -0.715 -2.930 -1.713 0.084
H -0.380 -4.644 -1.887 0.134
H 1.138 -5.782 -0.238 0.118
H 3.299 -5.622 0.918 0.119
H 4.348 -3.406 1.288 0.117
H 3.242 -1.381 0.451 0.087
C 2.005 1.904 3.821 -0.050
C 1.927 1.070 2.530 -0.591
C 2.063 -0.421 2.894 -0.074
C 3.089 1.457 1.601 -0.074
P 0.333 1.404 1.625 1.104
N 0.284 0.277 0.348 -0.335
C -1.198 1.031 2.633 -0.588
C -1.485 2.179 3.619 -0.050
C -0.979 -0.246 3.455 -0.067
C -2.414 0.812 1.712 -0.072
C 0.260 3.066 0.773 -0.591
C 1.154 3.078 -0.477 -0.074
C 0.689 4.213 1.704 -0.054
C -1.182 3.311 0.305 -0.069
H 3.010 1.779 4.228 0.110
H 1.307 1.548 4.577 0.076
H 1.846 2.968 3.668 0.070
H 3.129 -0.643 2.976 0.101
H 1.648 -1.094 2.149 0.043
H 1.617 -0.648 3.855 0.077
H 4.012 1.126 2.078 0.103
H 3.168 2.532 1.462 0.072
H 3.021 0.972 0.625 0.068
H -0.673 2.339 4.326 0.078
H -2.366 1.895 4.197 0.110
H -1.714 3.120 3.129 0.069
H -0.267 -0.092 4.260 0.073
H -0.669 -1.097 2.850 0.075
H -1.935 -0.498 3.917 0.104
H -2.893 1.747 1.437 0.072
H -3.143 0.216 2.263 0.102
H -2.167 0.265 0.804 0.042
H 2.215 3.061 -0.249 0.069
H 0.951 4.014 -1.002 0.104
H 0.930 2.257 -1.158 0.042
H 1.746 4.174 1.954 0.076
H 0.109 4.255 2.624 0.080
H 0.518 5.149 1.170 0.108
H -1.564 2.494 -0.304 0.056
H -1.175 4.211 -0.311 0.107
H -1.867 3.493 1.126 0.074
```

E_LUMO (spin up / spin down) ... -7.332 / -7.331 eV
Energy relative to the best compared isomer or geometry (same formula, charge and spin) ... 35.1 kJ/mol
Spin multiplicity ... 1
E_HOMO (spin up / spin down) ... -12.9 / -12.9 eV
Charge ... +2
Frontier orbital gap (spin up / spin down) ... 0.2048 / 0.2048 Ha

---

A molecular structure, C34H50As2BrIrN4O12S, computed with ωB97M-V with the def2-TZVPD basis set.

Geometry as XYZ:
```
105
Properties=species:S:1:pos:R:3:lowdin_charge:R:1
Ir -0.270 -0.283 -0.819 1.309
C -2.368 -4.127 -2.548 -0.092
C -2.470 -2.866 -3.385 -0.358
S -0.951 -1.908 -3.522 1.057
O -0.484 -1.855 -2.018 -0.698
C 0.222 -3.090 -4.252 -0.339
C 1.090 -3.838 -3.252 -0.103
H -3.371 -4.531 -2.414 0.098
H -1.964 -3.906 -1.562 0.055
H -1.764 -4.892 -3.035 0.080
H -3.185 -2.154 -2.969 0.090
H -2.762 -3.053 -4.423 0.109
H 0.821 -2.492 -4.938 0.091
H -0.398 -3.759 -4.853 0.101
H 1.540 -3.166 -2.524 0.050
H 1.894 -4.320 -3.807 0.097
H 0.531 -4.605 -2.721 0.075
C 5.395 -1.006 -0.341 0.013
O 4.403 -0.952 0.706 -0.036
C 3.217 -1.467 0.415 -0.531
O 2.894 -1.853 -0.689 0.060
C 2.253 -1.467 1.554 -0.262
C 2.576 -1.242 2.828 -0.280
As 1.362 -0.801 4.301 1.323
C 1.911 -2.203 5.550 -0.244
C -0.316 -1.583 3.676 -0.275
C -0.676 -1.821 2.419 -0.254
As 0.479 -1.853 0.884 1.247
C 0.630 -3.733 0.461 -0.183
C -2.063 -2.080 1.913 -0.542
O -2.217 -2.500 0.781 0.046
O -3.020 -1.752 2.744 -0.004
C -4.376 -1.893 2.257 0.015
C -1.250 -1.843 4.829 -0.576
O -1.720 -2.920 5.057 0.158
O -1.364 -0.757 5.595 -0.066
C -2.159 -0.913 6.794 0.001
C 4.005 -1.207 3.297 -0.590
O 4.697 -2.182 3.347 0.155
O 4.323 0.013 3.741 -0.066
C 5.632 0.154 4.347 0.004
H 6.247 -0.454 0.039 0.103
H 5.007 -0.553 -1.250 0.095
H 5.667 -2.041 -0.533 0.110
H 2.930 -1.998 5.875 0.037
H 1.858 -3.188 5.094 0.054
H 1.256 -2.156 6.419 0.037
H 0.827 -4.252 1.398 0.060
H 1.457 -3.869 -0.229 0.030
H -0.306 -4.080 0.034 0.027
H -4.989 -1.323 2.945 0.104
H -4.653 -2.945 2.276 0.108
H -4.446 -1.487 1.253 0.079
H -1.884 -0.085 7.438 0.099
H -1.943 -1.868 7.266 0.099
H -3.213 -0.860 6.535 0.103
H 5.539 0.950 5.078 0.099
H 6.350 0.427 3.578 0.100
H 5.930 -0.778 4.817 0.098
C 1.185 3.743 -4.404 -0.145
C 1.907 2.511 -3.908 -0.157
N 0.992 1.708 -3.105 0.087
C -0.360 1.733 -3.176 -0.361
N -1.058 0.953 -2.357 -0.110
C -2.498 0.830 -2.631 -0.222
C -3.114 2.148 -3.050 -0.127
C -2.379 2.631 -4.279 -0.124
N -0.929 2.548 -4.086 -0.016
C -0.117 3.307 -5.041 -0.126
H 1.800 4.283 -5.122 0.129
H 0.971 4.416 -3.570 0.124
H 2.765 2.775 -3.291 0.123
H 2.276 1.925 -4.754 0.126
H 1.382 1.133 -2.379 0.092
H -2.994 0.413 -1.760 0.095
H -2.650 0.112 -3.451 0.086
H -3.034 2.879 -2.246 0.113
H -4.171 2.018 -3.281 0.134
H -2.621 3.671 -4.497 0.131
H -2.659 2.040 -5.156 0.136
H -0.705 4.172 -5.342 0.129
H 0.068 2.709 -5.940 0.138
Br -2.403 7.389 0.217 0.801
C -2.403 5.510 0.307 -0.685
C -3.516 4.843 0.797 -0.093
C -3.508 3.459 0.850 0.006
C -2.388 2.740 0.437 -0.151
C -1.279 3.426 -0.049 -0.042
C -1.286 4.807 -0.127 -0.111
C -2.464 1.253 0.516 -0.516
O -3.517 0.667 0.460 0.113
O -1.304 0.581 0.694 -0.290
H -4.382 5.400 1.127 0.113
H -4.374 2.920 1.209 0.129
H -0.425 2.878 -0.423 0.088
H -0.436 5.344 -0.529 0.103
C 2.900 2.292 0.760 0.054
C 1.560 1.631 0.771 -0.506
N 0.836 1.667 1.862 0.239
O 1.209 1.026 -0.296 -0.208
H 2.855 3.271 1.234 0.105
H 3.253 2.389 -0.263 0.095
H 3.598 1.667 1.323 0.094
H 1.175 2.149 2.679 0.136
H -0.119 1.301 1.814 0.093
```

E_LUMO (spin up / spin down) ... -6.045 / -6.046 eV
Energy relative to the best compared isomer or geometry (same formula, charge and spin) ... 148.0 kJ/mol
Spin multiplicity ... 1
E_HOMO (spin up / spin down) ... -13.2 / -13.2 eV
Charge ... +2
Frontier orbital gap (spin up / spin down) ... 0.2633 / 0.2632 Ha

---

3 unconnected molecules or ions with the total composition C34H50BClFN5O7, computed with ωB97M-V with the def2-TZVPD basis set.

Geometry as XYZ:
```
99
Properties=species:S:1:pos:R:3:lowdin_charge:R:1
C 3.000 -0.029 3.842 0.006
B 1.672 -0.854 3.596 -0.434
O 0.618 -0.660 4.469 0.148
C 1.480 -1.924 2.425 0.027
C 0.600 -1.783 1.345 -0.141
N -0.196 -0.580 1.292 0.212
C 0.205 0.181 0.414 -0.265
O 0.508 0.769 -0.551 0.191
C 0.477 -2.774 0.384 -0.071
C -0.517 -2.593 -0.765 -0.049
C -1.954 -2.876 -0.205 -0.136
F -1.821 -3.802 0.841 -0.058
C 1.210 -3.954 0.450 -0.134
O 1.065 -4.980 -0.494 0.102
C 1.733 -4.675 -1.579 -0.311
N 2.168 -4.360 -2.607 0.192
C 2.069 -4.115 1.502 0.015
C 2.199 -3.104 2.471 -0.006
C 3.229 -3.604 3.498 -0.326
O 3.865 -3.002 4.306 0.171
N 3.247 -5.001 3.266 0.020
C 2.618 -5.836 4.308 -0.110
C 1.205 -6.382 3.945 -0.214
C 0.312 -6.185 5.203 -0.602
Cl -1.124 -7.256 5.180 0.545
C 2.990 -5.280 1.911 -0.339
O 3.358 -6.196 1.245 0.180
H 3.909 -0.596 3.614 0.059
H 2.964 0.904 3.255 0.070
H 3.046 0.261 4.903 0.074
H 0.120 -1.488 4.475 0.106
H -0.342 -3.324 -1.560 0.109
H -0.430 -1.577 -1.167 0.113
H -2.409 -1.975 0.219 0.103
H -2.571 -3.348 -0.975 0.124
H 3.294 -6.654 4.593 0.131
H 2.527 -5.195 5.200 0.121
H 1.323 -7.447 3.711 0.110
H 0.704 -5.840 3.136 0.110
H -0.076 -5.157 5.134 0.070
H 0.883 -6.228 6.136 0.076
C 2.144 2.594 -2.448 -0.040
C 3.575 2.870 -1.944 -0.482
C 3.661 4.249 -1.275 -0.136
C 3.673 5.411 -2.263 -0.175
C 4.780 5.214 -3.299 -0.137
C 4.682 3.863 -4.013 -0.490
N 4.554 2.721 -3.057 -0.066
O 5.728 2.514 -2.529 -0.013
C 3.483 3.915 -4.990 -0.045
C 5.889 3.684 -4.938 -0.047
C 3.757 1.817 -0.845 -0.048
H 1.835 3.189 -3.302 0.053
H 2.039 1.549 -2.746 0.089
H 1.411 2.791 -1.668 0.071
H 4.574 4.305 -0.673 0.125
H 2.832 4.374 -0.575 0.122
H 2.696 5.507 -2.745 0.105
H 3.841 6.347 -1.726 0.112
H 4.740 6.024 -4.031 0.125
H 5.750 5.302 -2.799 0.126
H 3.222 2.916 -5.345 0.095
H 3.734 4.515 -5.866 0.083
H 2.597 4.386 -4.572 0.057
H 6.839 3.748 -4.409 0.079
H 5.903 4.464 -5.699 0.084
H 5.848 2.723 -5.455 0.093
H 3.738 0.806 -1.257 0.093
H 2.943 1.895 -0.123 0.072
H 4.686 1.942 -0.289 0.080
C -4.310 2.404 0.985 -0.029
C -4.363 1.594 -0.326 -0.487
C -5.132 2.362 -1.409 -0.135
C -6.646 2.346 -1.215 -0.173
C -7.147 0.909 -1.075 -0.134
C -6.425 0.141 0.037 -0.489
N -4.937 0.241 -0.074 -0.062
O -4.557 -0.538 -1.049 -0.026
C -6.923 0.675 1.400 -0.043
C -6.886 -1.319 0.035 -0.045
C -2.895 1.543 -0.753 -0.046
H -5.255 2.490 1.511 0.053
H -3.606 1.948 1.686 0.091
H -3.978 3.425 0.796 0.090
H -4.911 1.928 -2.390 0.125
H -4.781 3.395 -1.453 0.123
H -6.920 2.945 -0.342 0.105
H -7.129 2.817 -2.073 0.114
H -8.222 0.917 -0.880 0.126
H -7.013 0.394 -2.032 0.126
H -6.279 0.338 2.214 0.095
H -7.928 0.304 1.608 0.084
H -7.010 1.758 1.442 0.059
H -6.716 -1.815 -0.920 0.079
H -7.958 -1.379 0.229 0.085
H -6.380 -1.892 0.815 0.093
H -2.297 0.978 -0.034 0.063
H -2.483 2.552 -0.803 0.095
H -2.754 1.100 -1.738 0.086
```

E_LUMO (spin up / spin down) ... -0.633 / -0.633 eV
Spin multiplicity ... 3
E_HOMO (spin up / spin down) ... -8.6 / -9.4 eV
Charge ... 0
Frontier orbital gap (spin up / spin down) ... 0.2935 / 0.3213 Ha